Computed, not measured: a cluster of 3 separate species, C3H12O4 in total in a non-equilibrium geometry, with ωB97M-V with the def2-TZVPD basis set.

Net charge ... -1
HOMO-LUMO gap (spin up / spin down) ... 2.074 / 9.449 eV
HOMO energy (spin up / spin down) ... 0.9 / -6.6 eV
Expectation value of S² ... 0.7503
ΔE to the lowest compared entry with this formula, charge and spin ... 59.5 kcal per mole
2S+1 ... 2

XYZ file:
```
19
Properties=species:S:1:pos:R:3:lowdin_spin:R:1
C -0.68455 -1.05511 1.21769 0.065
O -1.09854 -2.25765 1.91402 0.010
C -0.08471 -1.26051 -0.30053 0.037
C 0.68302 -0.02790 -0.86129 0.111
O 0.75855 -0.02951 -2.21113 0.046
H -1.54744 -0.35144 1.24653 0.008
H -0.00101 -0.45848 1.83781 0.036
H -0.50975 -3.02734 1.81466 0.004
H 0.64105 -2.16847 -0.51293 0.008
H -0.99251 -1.47017 -0.77368 0.003
H -0.01026 0.83581 -0.73252 0.019
H 1.56908 0.20179 -0.37034 0.029
H 1.61765 0.24624 -2.57813 0.020
H -3.44045 2.48783 -0.72939 0.012
H -4.61199 3.22303 -1.24168 0.008
O -3.65355 3.36735 -0.98050 0.040
H 4.39856 0.15358 1.40321 0.096
H 3.26410 1.19197 1.08286 0.110
O 3.70276 0.39898 0.77535 0.337
```



Computed, not measured: a cluster of 4 separate species, C3H12O4 in total in a non-equilibrium geometry, with ωB97M-V with the def2-TZVPD basis set.

HOMO-LUMO gap ... 10.362 eV
HOMO energy ... -9.7 eV
SMILES string ... C=CCO.O.O.O
ΔE to the lowest compared entry with this formula, charge and spin ... 24.2 kcal per mole

XYZ file:
```
19
Properties=species:S:1:pos:R:3:mulliken_charge:R:1
C -2.23094 0.00472 -1.00169 -1.023
C -1.28177 -0.82168 -0.58084 0.250
C -1.05840 -1.10655 0.87238 -0.193
O 0.29807 -1.56611 1.00071 -0.498
H -2.39055 0.24579 -2.04584 0.283
H -2.85056 0.56092 -0.30723 0.277
H -0.65458 -1.23064 -1.34574 0.187
H -1.17088 -0.13683 1.36393 0.239
H -1.65722 -1.91772 1.27422 0.197
H 0.84748 -0.96152 1.48864 0.361
O 1.42589 -0.50926 -1.85184 -0.709
H 1.38151 -1.42161 -2.14711 0.316
H 1.68498 -0.61588 -0.92490 0.303
O 1.34813 2.17998 -0.47823 -0.637
H 1.30603 1.43355 -1.08457 0.367
H 0.45346 2.50489 -0.50001 0.318
O 1.59410 0.73929 2.11486 -0.683
H 1.07837 1.25909 2.72564 0.299
H 1.87688 1.35958 1.42760 0.345
```



- Which formula does entry 1 have?
  C3H12O4



- Among the records above, which one has the lowest ΔE to the lowest compared entry with this formula, charge and spin?
  number 2